(1)
16
Properties=species:S:1:pos:R:3 method="wB97M-V/def2-TZVPD" e_above_lowest_kcal_mol=30.2 total_charge=0 smiles=Nc1nnc(-c2ccco2)s1 e_homo_ev=-7.78 mol_weight_g_mol=167.19 orbital_gap_ev=8.1796 e_lumo_ev=0.4 energy_ha=-869.25374 multiplicity=1
N 3.2962 2.1793 0.8091
C 2.2047 1.6299 0.4501
N 2.0178 1.3407 -0.8184
N 0.9733 0.5304 -1.1271
C 0.2816 0.2223 -0.0730
C -0.8897 -0.6688 -0.0809
C -1.6616 -1.0307 -1.2526
C -2.6555 -1.8734 -0.7001
C -2.6673 -1.7919 0.6684
O -1.5763 -1.0410 1.0302
S 0.8799 0.9057 1.4802
H 3.4741 2.6606 1.7686
H 4.0938 2.2773 0.1137
H -1.2136 -0.8615 -2.2900
H -3.2646 -2.3869 -1.4801
H -3.2928 -2.0920 1.5019

---

(2)
15
Properties=species:S:1:pos:R:3 method="wB97M-V/def2-TZVPD" e_above_lowest_kcal_mol=7.1 total_charge=+1 e_homo_ev="-13.42 / -13.42" mol_weight_g_mol=124.16 orbital_gap_ev="9.0052 / 3.9117" e_lumo_ev="-4.4 / -9.5" energy_ha=-742.67061 multiplicity=2
O 0.1544 -1.8322 1.0879
C 0.0960 -0.6501 0.9215
O -0.4153 0.2334 1.7960
C 0.7267 0.0369 -0.2860
C 1.2000 -1.0674 -1.2272
S 1.8380 -0.4641 -2.8255
H -0.9147 -0.4160 2.3515
H 1.4971 0.7188 0.0774
H -0.0043 0.7129 -0.7276
H 1.7998 -1.8214 -0.6982
H 0.3471 -1.6185 -1.6406
H 2.3283 0.6683 -2.3102
H -4.0428 3.5668 2.2033
H -3.9197 2.9810 3.6477
O -4.5294 3.1595 2.9175

---

(3)
112
Properties=species:S:1:pos:R:3 method="wB97M-V/def2-TZVPD" e_above_lowest_kcal_mol=11.9 total_charge=+1 e_homo_ev="-9.75 / -9.99" mol_weight_g_mol=1137.94 orbital_gap_ev="7.1956 / 6.5380" e_lumo_ev="-2.6 / -3.5" energy_ha=-11686.07658 multiplicity=4
Re -0.5239 0.0501 -0.1426
O 1.7727 -0.6395 3.6243
C 2.0828 0.6536 3.8978
C 2.9025 0.8970 4.9935
C 3.2184 2.1947 5.3449
C 2.7245 3.2710 4.6113
C 1.9100 3.0302 3.5252
C 1.5760 1.7246 3.1518
C 0.6857 1.5133 2.0019
O 0.7823 0.3528 1.3533
N -0.1086 2.4476 1.5992
N -0.6079 2.0985 0.3434
C -0.8462 3.0845 -0.4424
C -0.8015 2.9509 -1.8763
C -1.2872 3.9872 -2.6894
C -0.9667 4.0562 -4.0245
C -0.0653 3.1222 -4.5476
C 0.4433 2.1076 -3.7677
C 0.0458 1.9512 -2.4242
O 0.4968 0.9170 -1.7450
H 1.2908 -0.6476 2.7797
H 3.2714 0.0520 5.5590
H 3.8574 2.3717 6.2000
H 2.9795 4.2846 4.8863
H 1.5136 3.8479 2.9390
H -0.8850 4.0766 0.0014
H -1.9122 4.7488 -2.2380
H -1.3594 4.8485 -4.6458
H 0.2497 3.2042 -5.5804
H 1.1641 1.4072 -4.1685
C 0.6382 -3.2926 -1.8786
As 0.1640 -2.4614 -0.1872
C -1.3341 -3.6231 0.2401
C 1.3996 -3.1096 1.1904
C 2.9349 -3.1331 1.0782
C 3.4253 -3.7180 2.4117
C 3.5579 -1.7370 0.9282
As 3.1613 -0.8174 -0.7662
C 3.7042 0.9788 -0.2183
C 4.7955 -1.2449 -1.7659
C 3.4047 -4.0200 -0.0811
As 2.7683 -5.8956 -0.1118
C 3.3653 -6.2349 -1.9491
C 4.2888 -6.7644 0.7662
H 1.4200 -2.7395 -2.3922
H -0.2680 -3.3207 -2.4839
H 0.9521 -4.3185 -1.6904
H -1.0489 -4.6552 0.0338
H -2.1999 -3.3427 -0.3590
H -1.5918 -3.5052 1.2903
H 1.0550 -4.1358 1.3419
H 1.1035 -2.5618 2.0885
H 3.1804 -3.0448 3.2352
H 4.5083 -3.8547 2.3904
H 2.9637 -4.6868 2.6179
H 4.6440 -1.8231 1.0260
H 3.2172 -1.0897 1.7370
H 4.7319 0.9714 0.1455
H 3.0483 1.3388 0.5713
H 3.6268 1.6511 -1.0720
H 5.6725 -1.1208 -1.1297
H 4.8746 -0.5642 -2.6134
H 4.7689 -2.2653 -2.1443
H 4.4988 -4.0361 -0.0989
H 3.0870 -3.5904 -1.0355
H 2.7238 -5.7120 -2.6585
H 3.3036 -7.3024 -2.1554
H 4.3953 -5.9040 -2.0868
H 4.2340 -6.6420 1.8456
H 5.2305 -6.3538 0.4012
H 4.2527 -7.8294 0.5395
C -2.8537 0.7096 -3.9346
P -2.0105 -0.6793 -3.1888
C -0.4586 -0.9837 -4.0454
C -3.0368 -2.1068 -3.5414
O -1.8401 -0.5086 -1.6760
H -3.0240 0.4885 -4.9899
H -2.2700 1.6247 -3.8501
H -3.8143 0.8454 -3.4382
H -0.4556 -0.4701 -5.0060
H -0.3411 -2.0529 -4.2159
H 0.3637 -0.6162 -3.4314
H -3.0064 -2.2988 -4.6153
H -4.0660 -1.9331 -3.2365
H -2.6509 -2.9817 -3.0164
C -3.1450 2.5084 3.2707
Si -2.6215 0.7428 3.6046
C -3.9414 -0.2583 4.4790
C -1.1531 0.7405 4.7562
As -2.3037 -0.4776 1.5790
Si -4.3410 0.0429 0.4934
C -4.1349 1.5995 -0.5382
C -4.7984 -1.4700 -0.5175
C -5.8033 0.3360 1.6272
H -3.3853 2.9931 4.2213
H -4.0208 2.5856 2.6265
H -2.3218 3.0595 2.8123
H -4.2389 0.2635 5.3929
H -3.5232 -1.2239 4.7721
H -4.8355 -0.4436 3.8920
H -1.5492 0.8308 5.7718
H -0.4820 1.5811 4.5906
H -0.5785 -0.1852 4.7142
H -3.2619 1.5719 -1.1897
H -4.0228 2.4597 0.1270
H -5.0269 1.7721 -1.1484
H -3.9312 -1.9054 -1.0061
H -5.5628 -1.2434 -1.2664
H -5.2112 -2.2247 0.1556
H -5.6636 1.1384 2.3490
H -6.0866 -0.5685 2.1658
H -6.6486 0.6114 0.9886

---

(4)
31
Properties=species:S:1:pos:R:3 method="wB97M-V/def2-TZVPD" e_above_lowest_kcal_mol=0.0 total_charge=+2 e_homo_ev=-16.62 mol_weight_g_mol=429.22 orbital_gap_ev=7.5879 e_lumo_ev=-9.0 energy_ha=-1584.99119 multiplicity=1
Mo -0.6322 0.5125 0.3918
O 0.4026 5.0742 -3.6476
C 0.2517 4.0944 -2.7873
C 1.3016 3.2559 -2.3602
C 0.9982 2.2754 -1.4540
N -0.2349 2.1044 -0.9815
C -1.2404 2.8865 -1.3885
C -1.0558 3.8956 -2.2878
C -2.5288 2.4753 -0.7496
O -3.6024 2.9228 -0.8851
O -2.2546 1.3853 0.1020
C 1.9393 1.2647 -0.8698
O 3.0859 1.1311 -1.0970
O 1.2365 0.4733 0.0254
H 1.3127 5.1785 -3.9628
H 2.3162 3.3643 -2.7225
H -1.8761 4.5220 -2.6123
O -1.1181 -1.3595 4.3521
C -0.7872 -1.9105 3.4357
O -0.5276 0.5295 2.0261
C -0.3131 -2.8027 2.4728
C 0.2897 -3.8932 3.1503
C 0.8274 -4.9424 2.4357
C 0.7656 -4.9107 1.0532
C 0.1627 -3.8444 0.3817
C -0.3844 -2.7699 1.0587
S -1.2487 -1.6607 -0.0438
H 0.3283 -3.8963 4.2329
H 1.2873 -5.7693 2.9578
H 1.1835 -5.7228 0.4725
H 0.1150 -3.8636 -0.6990

---

(5)
17
Properties=species:S:1:pos:R:3 method="wB97M-V/def2-TZVPD" e_above_lowest_kcal_mol=34.4 total_charge=+1 e_homo_ev="-14.19 / -14.50" mol_weight_g_mol=98.14 orbital_gap_ev="10.2027 / 6.8216" e_lumo_ev="-4.0 / -7.7" energy_ha=-309.49034 multiplicity=2
C 2.1609 -0.8526 -0.7306
C 1.0820 -0.0584 -0.0820
C -0.1157 0.1208 -0.6304
C -1.3968 0.6585 -0.1050
C -2.4665 -0.1714 -0.2433
O -3.6163 0.3172 0.3994
C 1.3532 0.6487 1.2388
H 2.8986 -1.1945 -0.0084
H 1.7355 -1.7475 -1.2408
H 2.7426 -0.1919 -1.5053
H -0.1925 -0.1274 -1.7355
H -1.5685 1.5463 0.4690
H -2.5381 -1.1848 -0.6290
H -4.3596 -0.2111 0.0917
H 1.0760 1.6024 1.0639
H 2.4303 0.6037 1.6077
H 0.7749 0.2420 2.0396

---

(6)
18
Properties=species:S:1:pos:R:3 method="wB97M-V/def2-TZVPD" e_above_lowest_kcal_mol=46.0 total_charge=0 e_homo_ev=-11.08 mol_weight_g_mol=124.13 orbital_gap_ev=11.8802 e_lumo_ev=0.8 energy_ha=-471.42430 multiplicity=1
C 0.7884 0.6843 1.4387
C 1.2520 0.6575 -1.0904
C -0.6087 -1.7790 0.0377
C 0.2171 0.8024 0.0454
C -0.8064 -0.3540 -0.2596
O -1.5886 -0.2232 -1.3761
F -0.4013 2.0322 -0.1150
F -2.0573 0.1830 0.8899
H 1.3105 1.6651 1.4956
H 1.4788 -0.1256 1.6855
H 0.0635 0.6554 2.2577
H 0.7313 0.2820 -1.8959
H 1.8645 -0.2330 -0.7406
H 1.9096 1.4879 -1.3249
H -1.0071 -2.1624 1.0021
H 0.3002 -2.0671 -0.2549
H -1.4724 -2.1806 -0.6049
H -1.9741 0.6751 -1.1902

---

(7)
64
Properties=species:S:1:pos:R:3 method="wB97M-V/def2-TZVPD" total_charge=0 smiles="CC(C)CN(C(=O)O[C@H](C)F)P(O)Cl.c1ccccc1.c1ccccc1.c1ccccc1" e_homo_ev=-9.03 mol_weight_g_mol=479.96 orbital_gap_ev=9.5225 e_lumo_ev=0.5 energy_ha=-2153.77083 multiplicity=1
C -3.0583 -2.6482 2.5660
C -3.9708 -3.6936 1.9106
C -3.6367 -3.8388 0.4083
C -4.0697 -5.0701 2.6161
N -2.9937 -5.4496 3.5451
C -1.7395 -5.5266 3.0135
O -1.4640 -5.7915 1.8932
O -0.7424 -5.3231 3.9419
C 0.3424 -4.5918 3.4230
C 1.4804 -5.4654 2.9362
F 0.8294 -3.8526 4.4765
P -3.0651 -4.8047 5.1591
O -4.6842 -4.5736 5.3793
Cl -2.6168 -6.3994 6.4683
H -3.2323 -2.4828 3.6313
H -3.2381 -1.6900 2.0639
H -2.0102 -2.8821 2.3444
H -4.9818 -3.2648 1.9175
H -3.5165 -2.8540 -0.0531
H -2.7560 -4.4614 0.2344
H -4.4842 -4.3305 -0.0838
H -5.0307 -5.1320 3.1269
H -4.1248 -5.8383 1.8354
H 0.0507 -3.8721 2.6553
H 2.3780 -4.8740 2.7454
H 1.1569 -5.9251 1.9980
H 1.7276 -6.2580 3.6457
H -4.7808 -3.8864 6.0530
C -3.4297 0.5994 -0.6157
C -3.9401 1.8717 -0.3979
C -3.1078 2.9789 -0.4921
C -1.7640 2.8133 -0.8000
C -1.2520 1.5399 -1.0090
C -2.0848 0.4329 -0.9184
H -4.0805 -0.2642 -0.5486
H -4.9876 2.0007 -0.1553
H -3.5065 3.9718 -0.3254
H -1.1152 3.6771 -0.8761
H -0.2026 1.4104 -1.2437
H -1.6858 -0.5606 -1.0837
C 0.3604 3.2444 -4.1354
C -0.1494 4.5173 -3.9175
C 0.6825 5.6248 -4.0113
C 2.0262 5.4592 -4.3191
C 2.5379 4.1858 -4.5284
C 1.7052 3.0784 -4.4381
H -0.2905 2.3814 -4.0682
H -1.1971 4.6462 -3.6748
H 0.2838 6.6176 -3.8444
H 2.6748 6.3233 -4.3946
H 3.5874 4.0555 -4.7630
H 2.1046 2.0853 -4.6036
C 7.4497 3.7384 -0.8168
C 7.8672 4.8482 -1.5385
C 7.0048 5.4535 -2.4423
C 5.7258 4.9463 -2.6276
C 5.3110 3.8308 -1.9123
C 6.1725 3.2280 -1.0059
H 8.1203 3.2702 -0.1072
H 8.8656 5.2425 -1.3958
H 7.3296 6.3213 -3.0028
H 5.0521 5.4200 -3.3307
H 4.3148 3.4316 -2.0612
H 5.8485 2.3595 -0.4461

---

(8)
30
Properties=species:S:1:pos:R:3 method="wB97M-V/def2-TZVPD" e_above_lowest_kcal_mol=91.2 total_charge=+1 e_homo_ev=-10.48 mol_weight_g_mol=181.26 orbital_gap_ev=4.6434 e_lumo_ev=-5.8 energy_ha=-575.61775 multiplicity=1
C 1.3503 2.9543 -3.1892
N 1.0267 2.8846 -1.7847
C 0.9610 4.1295 -1.0655
C 0.3570 1.7873 -1.2884
H 1.8772 3.8977 -3.3684
H 1.9796 2.1041 -3.4828
H 0.4450 2.9280 -3.8184
H 1.5836 4.8581 -1.5927
H -0.0726 4.5072 -1.0123
H 1.3131 3.9819 -0.0379
H -0.2685 2.0332 -0.4210
H -0.1317 1.2037 -2.0798
C -2.1450 -4.2542 3.0033
O -2.4191 -3.3976 1.8737
C -1.4186 -2.6180 1.3947
C -1.7384 -1.7579 0.3142
C -0.8028 -0.8713 -0.1697
C 0.5133 -0.7909 0.3789
N 1.4525 0.0604 -0.0856
C 0.8271 -1.7030 1.4414
C -0.1033 -2.6003 1.9347
H -3.1045 -4.7318 3.1984
H -1.3856 -5.0093 2.7541
H -1.8207 -3.6741 3.8795
H -2.7406 -1.8004 -0.1107
H -1.0751 -0.2001 -0.9812
H 2.3080 0.1269 0.4564
H 1.2389 0.9191 -0.7626
H 1.8288 -1.6811 1.8759
H 0.1646 -3.2862 2.7458

---

(9)
100
Properties=species:S:1:pos:R:3 method="wB97M-V/def2-TZVPD" total_charge=+3 e_homo_ev=-15.79 mol_weight_g_mol=981.18 orbital_gap_ev=6.6258 e_lumo_ev=-9.2 energy_ha=-4119.10643 multiplicity=1
Ti 1.6276 -0.2171 -1.5351
C 0.9305 1.3851 -4.1192
N 1.6457 0.1702 -3.6378
C 3.0965 0.3023 -3.9877
C 1.0973 -1.0697 -4.2136
C 1.0621 -1.2505 -5.5863
C 0.6393 -2.4594 -6.1159
C 0.2810 -3.4897 -5.2616
C 0.3149 -3.3168 -3.8864
C 0.6969 -2.0932 -3.3383
N 0.7758 -1.8518 -1.9416
C 0.8874 -2.8868 -0.9920
C -0.0460 -3.8830 -0.7379
C 0.2378 -4.8236 0.2421
C 1.4292 -4.7684 0.9532
C 2.3589 -3.7622 0.7140
C 2.0739 -2.8157 -0.2570
N 3.0041 -1.7514 -0.6821
C 3.9213 -1.3237 0.4068
C 3.8489 -2.3095 -1.7854
H 1.1798 1.5745 -5.1632
H 1.2441 2.2524 -3.5354
H -0.1382 1.2371 -4.0190
H 3.1966 0.6116 -5.0284
H 3.5894 -0.6584 -3.8676
H 3.5676 1.0624 -3.3599
H 1.3773 -0.4569 -6.2524
H 0.6080 -2.5984 -7.1873
H -0.0266 -4.4446 -5.6654
H 0.0413 -4.1385 -3.2428
H -0.9865 -3.9033 -1.2711
H -0.4767 -5.6073 0.4546
H 1.6427 -5.5194 1.7018
H 3.2799 -3.7426 1.2792
H 4.6012 -0.5670 0.0214
H 3.3541 -0.9233 1.2439
H 4.5300 -2.1621 0.7441
H 4.3808 -3.1892 -1.4199
H 4.5828 -1.5641 -2.0923
H 3.2230 -2.6073 -2.6261
C 2.3795 1.4498 -0.5096
C 2.1290 2.5646 0.4874
C 0.8368 3.3625 0.2841
Sb -0.9225 2.4217 1.0483
C -2.5658 3.1128 -0.0491
C -3.7802 3.2057 0.6230
C -4.8792 3.7550 -0.0228
C -4.7576 4.2224 -1.3232
C -3.5384 4.1405 -1.9869
C -2.4427 3.5777 -1.3560
C -1.3665 2.9261 3.0260
C -1.2354 4.2499 3.4380
C -1.5943 4.5936 4.7328
C -2.0891 3.6252 5.5965
C -2.2289 2.3090 5.1754
C -1.8652 1.9512 3.8861
Sb 0.0175 -0.1888 0.9683
C 1.1392 -0.2036 2.7791
C 1.4596 0.9191 3.5383
C 2.1740 0.7846 4.7199
C 2.5699 -0.4692 5.1622
C 2.2487 -1.5946 4.4169
C 1.5404 -1.4624 3.2314
C -1.7131 -1.3252 1.4477
C -1.6232 -2.3943 2.3347
C -2.7561 -3.1344 2.6422
C -3.9794 -2.8083 2.0748
C -4.0730 -1.7308 1.2042
C -2.9443 -0.9903 0.8883
H 3.4056 1.0755 -0.3898
H 2.3231 1.8234 -1.5727
H 2.9605 3.2747 0.4546
H 2.1797 2.1287 1.4882
H 0.6388 3.5245 -0.7793
H 0.9063 4.3526 0.7349
H -3.8782 2.8689 1.6489
H -5.8240 3.8310 0.4979
H -5.6107 4.6648 -1.8197
H -3.4432 4.5294 -2.9920
H -1.4958 3.5277 -1.8821
H -0.8670 5.0184 2.7676
H -1.4934 5.6178 5.0649
H -2.3727 3.9001 6.6034
H -2.6225 1.5621 5.8512
H -1.9730 0.9196 3.5650
H 1.1493 1.9140 3.2467
H 2.4123 1.6660 5.3002
H 3.1209 -0.5694 6.0874
H 2.5435 -2.5774 4.7608
H 1.2986 -2.3560 2.6703
H -0.6862 -2.6574 2.8080
H -2.6825 -3.9605 3.3369
H -4.8612 -3.3838 2.3219
H -5.0287 -1.4595 0.7752
H -3.0479 -0.1429 0.2225
Cl -4.5747 0.6723 -1.9745
C -3.2166 0.2795 -2.9966
Cl -1.6533 0.4046 -2.0602
H -3.1338 0.9881 -3.8122
H -3.2666 -0.7469 -3.3379

---

(10)
13
Properties=species:S:1:pos:R:3 method="wB97M-V/def2-TZVPD" e_above_lowest_kcal_mol=120.0 total_charge=+1 e_homo_ev=-16.41 mol_weight_g_mol=83.11 orbital_gap_ev=12.5615 e_lumo_ev=-3.9 energy_ha=-265.71722 multiplicity=1
C -1.9222 0.1763 0.0463
C -0.9259 -0.9360 -0.0955
C 1.2448 0.4128 -0.7391
C 1.3373 0.4394 0.7574
N -1.1418 1.1745 0.0016
N 0.0206 0.3123 -0.0492
H -3.0415 0.1270 0.1982
H -0.8523 -1.5780 0.7679
H -0.8193 -1.6668 -1.0476
H 1.5100 1.2165 -1.4184
H 1.5047 -0.7170 -1.0323
H 1.7442 -0.3399 1.3518
H 1.3415 1.3789 1.2588

---

(11)
84
Properties=species:S:1:pos:R:3 method="wB97M-V/def2-TZVPD" e_above_lowest_kcal_mol=19.9 total_charge=+3 e_homo_ev="-16.69 / -16.69" mol_weight_g_mol=775.05 orbital_gap_ev="6.3482 / 6.3476" e_lumo_ev="-10.3 / -10.3" energy_ha=-4569.61003 multiplicity=2
Ir 0.0031 0.0762 1.6326
C -3.2946 -0.0641 1.6203
C -3.0009 1.4080 1.4273
O -1.7090 1.5163 0.8016
C -1.1632 2.8439 0.7920
C -0.5882 3.2445 2.1293
O 0.3704 2.2661 2.5206
C 0.6339 2.2380 3.9273
C -0.3501 1.3461 4.6559
O -0.2402 0.0469 4.0747
C -1.2233 -0.8939 4.5144
C -2.5491 -0.6940 3.8069
O -2.2891 -0.6779 2.4020
H -3.2705 -0.5557 0.6468
H -4.2815 -0.2021 2.0651
H -3.0182 1.9428 2.3806
H -3.7571 1.8462 0.7705
H -1.9293 3.5671 0.5038
H -0.3755 2.8182 0.0394
H -1.3736 3.3327 2.8847
H -0.0988 4.2158 2.0248
H 0.6130 3.2448 4.3465
H 1.6363 1.8264 4.0400
H -1.3734 1.7270 4.5752
H -0.0810 1.2980 5.7138
H -1.3643 -0.8221 5.5946
H -0.8145 -1.8756 4.2751
H -3.0224 0.2414 4.1186
H -3.2228 -1.5188 4.0487
C -1.1649 2.7856 -5.1838
Si -1.7270 1.0002 -5.2349
C -3.5816 0.7030 -5.1998
C -0.6868 -0.1982 -6.2292
As -1.2173 0.3698 -2.8167
Si -1.3079 -1.9594 -2.2117
C -0.4180 -2.8663 -3.5945
C -0.3526 -2.0756 -0.5660
C -3.0968 -2.5285 -2.0161
Si 2.3768 1.2880 -1.3982
C 3.8538 0.4102 -0.6784
C 2.3654 3.1480 -1.2630
C 1.7730 0.6274 -3.0454
H -1.4258 3.2925 -6.1157
H -0.0833 2.8621 -5.0620
H -1.6473 3.3283 -4.3695
H -4.0326 1.0074 -6.1473
H -4.0654 1.2813 -4.4102
H -3.8083 -0.3536 -5.0539
H -0.6903 0.0951 -7.2824
H -1.0832 -1.2119 -6.1732
H 0.3537 -0.2096 -5.9014
H 0.5284 -2.4013 -3.8737
H -1.0506 -2.9178 -4.4815
H -0.2068 -3.8932 -3.2863
H 0.7198 -2.0927 -0.7640
H -0.6094 -3.0034 -0.0522
H -0.5330 -1.2612 0.1953
H -3.7971 -1.9386 -2.6094
H -3.4329 -2.5165 -0.9793
H -3.1726 -3.5614 -2.3623
H 4.1948 0.8921 0.2391
H 4.6898 0.4354 -1.3807
H 3.6352 -0.6360 -0.4577
H 2.5223 3.4802 -0.2351
H 1.4301 3.5808 -1.6232
H 3.1726 3.5767 -1.8615
H 1.5048 -0.4297 -2.9783
H 2.5553 0.7142 -3.8023
H 0.9051 1.1913 -3.4066
C 4.8289 -3.6276 3.6405
C 3.7298 -2.7586 3.1355
C 3.8603 -1.3719 3.0373
C 2.8060 -0.6111 2.5809
N 1.6395 -1.1509 2.2118
C 1.4873 -2.4795 2.3161
C 2.4958 -3.3022 2.7595
H 5.7473 -3.0723 3.8122
H 5.0290 -4.4390 2.9396
H 4.5311 -4.0954 4.5815
H 4.7816 -0.8887 3.3325
H 2.8931 0.4652 2.5020
H 0.5224 -2.8858 2.0408
H 2.3249 -4.3679 2.8326
F 1.0674 0.8283 -0.3829